1.
ORCA calculation (ωB97M-V with the def2-TZVPD basis set) on 16 unconnected molecules or ions with the total composition C64H176N16O16 in a non-equilibrium geometry.

## Properties
- Total charge: 0
- ΔE to the lowest compared entry with this formula, charge and spin: 210.57 kcal/mol
- Frontier orbital gap: 9.027 eV
- E_tot: -4623.3495 a.u.

XYZ file:
```
272
Properties=species:S:1:pos:R:3:forces:R:3
C -16.16615 -12.14765 -4.16769 -0.06 -1.19 -0.32
C -15.68149 -13.12186 -5.30152 -0.91 1.22 -0.08
C -16.77226 -13.54658 -6.32848 -0.29 -1.18 1.13
O -17.86508 -14.19881 -5.63924 -0.34 0.02 -0.67
C -18.99104 -14.47332 -6.51575 1.07 0.63 0.42
N -14.62043 -12.40928 -6.01246 0.33 -0.41 -0.12
H -16.90005 -12.62149 -3.51580 -0.29 -0.02 -0.29
H -16.59180 -11.24462 -4.60527 -0.05 0.01 -0.02
H -15.36084 -11.86583 -3.48935 0.31 0.00 -0.39
H -15.28929 -14.05667 -4.90100 0.14 0.18 0.27
H -16.32728 -14.29841 -6.98028 0.32 -0.20 -0.18
H -17.07405 -12.76135 -7.02161 -0.42 0.56 0.38
H -19.80312 -15.00052 -6.01506 0.24 0.35 0.55
H -18.72927 -15.12764 -7.34727 0.37 0.16 -0.25
H -19.29408 -13.48281 -6.85511 -0.56 -0.22 -0.42
H -15.00019 -11.59202 -6.46850 -0.16 0.31 0.12
H -14.28688 -12.97943 -6.77651 0.28 -0.21 -0.11
C -14.82782 -18.20202 5.42950 0.42 0.67 -0.67
C -13.94053 -17.84965 4.18376 0.22 -0.57 1.43
C -13.50627 -16.35353 4.08643 -2.09 -0.77 -0.36
O -14.78452 -15.67980 3.81816 1.36 0.83 0.45
C -14.68486 -14.24070 3.82375 0.15 -0.76 0.18
N -12.78369 -18.75023 4.25634 0.06 0.37 -0.67
H -15.80206 -17.71680 5.37004 0.06 -0.01 0.08
H -14.33191 -17.90449 6.35343 0.07 0.30 0.05
H -14.94764 -19.28165 5.51962 -0.06 0.02 -0.38
H -14.49004 -18.17842 3.30168 -0.05 0.48 -0.16
H -12.75851 -16.13836 3.32312 -0.30 -0.27 -0.83
H -12.93213 -16.06750 4.96770 -0.75 0.34 0.82
H -14.57601 -13.87062 4.84321 0.35 0.01 0.13
H -15.58867 -13.76093 3.44818 -0.12 -0.52 -0.25
H -13.84352 -13.94025 3.19928 0.10 0.22 0.04
H -12.19067 -18.52555 5.04243 0.03 0.08 0.31
H -12.24835 -18.50449 3.43590 0.55 -0.41 -0.18
C -15.82527 10.44709 4.60953 -0.20 -0.67 0.15
C -14.67744 9.57886 4.09109 -0.49 0.69 0.01
C -15.20471 8.40495 3.22769 0.19 1.74 -0.02
O -16.27672 7.76922 3.88291 -0.97 -1.70 -1.84
C -16.88174 6.72845 2.98517 0.95 0.28 0.77
N -13.78590 10.45583 3.29956 0.22 -0.70 -0.32
H -15.41023 11.33896 5.07901 -0.09 -0.14 0.35
H -16.43299 9.84536 5.28532 -0.14 0.38 0.22
H -16.47095 10.80283 3.80663 -0.02 -0.14 -0.24
H -14.15635 9.18158 4.96214 0.33 0.02 -0.09
H -14.38868 7.76727 2.88775 0.04 -0.43 0.32
H -15.56983 8.91994 2.33911 -0.26 -0.11 -0.50
H -16.24611 5.84310 3.00031 -0.05 -0.20 0.53
H -16.92832 6.91918 1.91300 0.18 1.16 -0.01
H -17.90549 6.47969 3.26470 0.27 0.23 0.59
H -13.49000 11.25768 3.83767 0.28 -0.21 0.59
H -14.35492 10.92043 2.60640 -0.25 -0.23 -0.51
C -10.94311 7.34190 -5.47753 0.71 -1.09 -0.11
C -12.33784 7.77606 -5.01299 2.01 -0.61 0.26
C -13.12530 6.70760 -4.17782 0.48 1.75 -0.91
O -13.28321 5.52469 -4.90791 -0.17 -1.56 1.04
C -13.93521 4.51042 -4.06955 -0.32 0.79 -1.04
N -12.15722 9.01560 -4.25579 -0.95 1.17 0.45
H -10.96350 6.53013 -6.20466 -0.15 -0.20 0.05
H -10.27286 7.03508 -4.67458 -0.32 -0.32 0.46
H -10.32578 8.11133 -5.94119 -0.62 0.57 -0.24
H -12.86745 7.90575 -5.95682 -0.57 0.60 0.28
H -14.08646 7.19504 -4.01456 -0.35 -0.13 0.38
H -12.62852 6.56180 -3.21863 0.15 -0.21 0.17
H -13.47558 4.38579 -3.08909 0.23 0.20 -0.06
H -13.99627 3.54272 -4.56747 0.62 0.20 -0.31
H -14.98239 4.79156 -3.95788 -0.10 0.27 0.36
H -11.45746 9.66161 -4.59211 -0.15 -0.24 -1.07
H -11.86168 9.00234 -3.29009 -0.49 -1.19 0.31
C -25.39618 -14.64533 6.42609 0.92 1.83 0.97
C -24.73728 -13.23903 6.79184 -0.22 -1.52 0.46
C -23.25757 -13.12692 6.41305 -0.53 -0.35 0.86
O -22.53465 -14.16176 7.09430 0.41 0.26 -0.18
C -21.17488 -13.85137 7.40633 -0.24 0.43 -0.16
N -25.58872 -12.22800 6.24073 -0.44 0.40 -1.70
H -26.42106 -14.52574 6.77738 0.03 -0.53 0.17
H -24.79608 -15.36347 6.98488 -0.48 -0.40 -0.21
H -25.44149 -14.86835 5.36011 0.36 0.11 -0.07
H -24.84692 -13.13854 7.87164 0.42 -0.26 0.23
H -22.90411 -12.14878 6.73925 0.19 0.20 0.00
H -23.22365 -13.17131 5.32448 0.57 -0.28 -0.26
H -21.07483 -12.98947 8.06604 -0.38 0.32 0.12
H -20.59855 -13.60344 6.51499 0.06 -0.21 -0.23
H -20.68339 -14.65704 7.95170 -0.42 -0.35 -0.32
H -25.14685 -11.35424 5.99298 0.51 0.43 0.73
H -25.76304 -12.56713 5.30547 -0.75 -0.06 -0.41
C -31.36178 -0.74192 6.02048 -1.03 0.37 -0.11
C -30.13197 -1.41755 6.61412 0.79 1.32 -1.34
C -28.86594 -0.78328 5.90992 0.23 -2.12 -0.74
O -27.86886 -1.81031 5.76449 0.56 -0.39 -0.26
C -26.66442 -1.33532 5.10770 -1.23 -0.19 1.34
N -30.06984 -1.26811 8.04200 0.03 0.04 0.43
H -32.29219 -1.07850 6.47780 0.08 -0.33 0.04
H -31.49102 -0.78500 4.93902 0.33 -0.85 -0.11
H -31.42675 0.34198 6.11556 0.64 0.29 0.72
H -30.13368 -2.49408 6.44330 0.02 0.07 -0.51
H -28.38930 0.03197 6.45423 -0.48 0.44 0.14
H -29.10786 -0.53192 4.87725 -0.28 0.72 0.00
H -26.90154 -0.91184 4.13172 0.08 0.20 -0.02
H -25.94780 -2.14983 5.00212 -0.31 -0.11 0.04
H -26.26693 -0.61262 5.82030 0.51 0.44 -0.49
H -30.00713 -0.28007 8.24187 -0.08 0.26 0.28
H -29.16434 -1.64745 8.27919 0.14 -0.16 0.57
C -18.80154 -2.37009 0.00329 -1.83 -0.07 -0.44
C -17.82927 -3.46806 0.24585 -0.12 -1.79 -0.27
C -18.25542 -4.82762 -0.42750 -0.65 0.53 1.45
O -19.38887 -5.28457 0.30963 -0.14 1.61 1.26
C -20.08936 -6.39535 -0.11641 0.65 -0.60 -1.01
N -16.53655 -3.08108 -0.22338 1.55 0.35 -0.26
H -18.85648 -2.08198 -1.04651 0.55 -0.10 -0.21
H -18.73102 -1.43368 0.55670 0.36 -0.30 0.35
H -19.78423 -2.81464 0.16075 -0.29 0.30 0.46
H -17.64329 -3.72266 1.28925 -1.17 -0.04 0.44
H -17.47583 -5.56318 -0.22927 0.43 -0.03 -0.49
H -18.47059 -4.70770 -1.48930 0.03 -0.04 -0.17
H -19.34320 -7.15714 -0.34228 -0.18 -0.50 -0.53
H -20.68446 -6.12029 -0.98721 -0.11 -0.39 -0.32
H -20.74692 -6.84929 0.62498 0.08 0.63 0.40
H -16.19605 -2.58133 0.58559 0.58 0.85 -0.27
H -15.93547 -3.89127 -0.17438 0.27 -0.41 -0.39
C -7.89962 0.56175 -2.92735 1.31 1.05 -0.69
C -8.51125 0.77676 -4.32299 -1.73 0.65 0.62
C -7.56685 1.02155 -5.50932 -0.09 -0.20 0.34
O -8.19905 1.62434 -6.67989 0.65 -0.68 1.66
C -7.22991 1.87636 -7.68305 -0.64 -0.45 -0.07
N -9.37523 -0.35895 -4.49797 -0.25 -2.03 -1.17
H -8.63428 0.54528 -2.12230 -0.22 -0.53 -0.33
H -7.25905 1.39711 -2.64462 0.14 0.25 -0.15
H -7.23571 -0.30232 -2.95369 -0.35 -0.29 0.26
H -9.20733 1.61329 -4.26128 0.50 0.94 0.02
H -7.09580 0.06517 -5.73636 -0.14 -0.32 -0.54
H -6.73128 1.62025 -5.14673 -0.04 0.61 -0.09
H -6.46670 2.58227 -7.35548 0.01 0.16 0.01
H -7.78599 2.24320 -8.54577 0.17 0.23 0.07
H -6.75625 0.94176 -7.98351 0.25 -0.12 -0.02
H -9.84609 -0.44025 -5.38779 0.15 0.31 -0.12
H -10.06103 -0.55345 -3.78247 0.28 0.43 0.21
C -15.29716 -4.95527 -8.29509 -0.79 -0.24 -0.95
C -14.79636 -5.10816 -9.76609 -0.06 -0.46 2.43
C -15.82552 -4.85525 -10.83967 -1.08 0.18 0.16
O -17.06075 -5.53971 -10.63986 -0.26 -0.26 0.52
C -18.14076 -5.14805 -11.48438 1.16 0.67 -0.62
N -13.64581 -4.24380 -9.92331 0.06 -0.01 -1.12
H -14.52639 -5.11976 -7.54213 0.04 -0.45 -0.31
H -16.17267 -5.59580 -8.18878 0.24 -0.34 0.40
H -15.69970 -3.97114 -8.05519 0.13 0.42 -0.49
H -14.39471 -6.10979 -9.91943 -0.19 -0.29 0.32
H -15.38957 -5.16480 -11.78952 0.01 0.18 -0.38
H -15.97751 -3.77625 -10.81202 -0.32 0.34 -0.40
H -19.07044 -5.69213 -11.31768 0.44 -0.23 0.41
H -17.83254 -5.26429 -12.52341 -0.11 -0.38 -0.31
H -18.33391 -4.07753 -11.41531 -0.15 0.22 0.44
H -13.50876 -4.33884 -10.91944 1.09 0.29 -0.46
H -13.92220 -3.27597 -9.83947 -0.18 0.34 0.36
C -27.54488 3.59246 -5.30831 0.33 -0.50 -0.37
C -28.30751 2.32449 -5.74278 0.68 2.63 -0.78
C -28.07154 1.23115 -4.78348 0.02 -1.29 0.25
O -26.76779 0.65172 -5.03487 -0.76 -0.02 1.24
C -26.29999 -0.05625 -3.88249 0.21 0.34 0.17
N -29.68693 2.72477 -5.86272 -1.22 -0.51 0.39
H -26.48047 3.38442 -5.41718 0.07 0.30 0.10
H -27.75606 3.89386 -4.28232 -0.11 -0.22 0.06
H -27.83440 4.42317 -5.95188 0.24 0.06 -0.10
H -27.97767 2.09152 -6.75522 0.70 -0.58 0.10
H -28.88352 0.50726 -4.85262 0.11 -0.69 -0.45
H -28.22694 1.57597 -3.76120 0.66 0.38 0.26
H -25.35334 -0.55905 -4.08038 -0.28 -0.19 -0.56
H -27.03346 -0.74626 -3.46533 -0.15 -0.32 -0.39
H -26.04759 0.59079 -3.04241 -0.18 0.64 -0.02
H -30.15429 2.07339 -6.47702 -0.37 -0.12 0.04
H -29.75013 3.62099 -6.32412 0.05 0.09 0.07
C -10.53320 -6.54492 4.03186 0.34 0.58 0.62
C -9.71301 -5.66751 3.10090 0.45 -1.26 -0.53
C -8.19159 -5.96110 3.06635 -0.34 0.64 0.80
O -7.64313 -5.39870 4.24223 0.19 -0.04 0.17
C -6.25423 -5.56247 4.40860 -0.02 -0.47 0.11
N -10.25385 -5.88041 1.74331 -0.15 1.23 0.68
H -10.58892 -7.57501 3.67985 0.15 -0.06 0.19
H -11.54564 -6.15304 4.12925 -0.06 -0.02 -0.36
H -10.11827 -6.44121 5.03445 0.16 -0.57 0.11
H -9.77083 -4.65076 3.48945 -0.36 0.26 -0.63
H -7.72064 -5.46423 2.21817 -0.14 0.11 -0.40
H -7.97404 -7.02508 2.97297 -0.02 -0.37 0.16
H -5.98298 -5.05349 5.33351 0.06 -0.05 -0.13
H -5.63139 -5.21240 3.58542 -0.24 0.59 -0.29
H -5.98624 -6.61705 4.47297 -0.10 -0.32 0.34
H -9.87058 -5.13461 1.18029 -0.01 -0.23 -0.61
H -9.92717 -6.77561 1.40866 0.08 -0.03 -0.23
C -28.66399 -14.33225 -0.58126 0.53 -0.06 0.35
C -29.94209 -13.63949 -0.07640 2.02 -0.20 0.60
C -29.85279 -12.11383 -0.44272 0.40 -0.17 -0.76
O -28.65195 -11.49536 0.02315 0.33 0.63 0.34
C -28.32413 -10.23165 -0.61817 0.02 -1.00 0.18
N -31.08135 -14.33008 -0.59125 -1.61 0.90 -1.52
H -27.78141 -13.94205 -0.07441 -0.02 0.31 -0.13
H -28.52271 -14.24198 -1.65829 -0.20 0.37 -0.06
H -28.59447 -15.40535 -0.40310 -0.61 -0.13 0.26
H -30.01862 -13.75187 1.00509 0.73 0.54 0.43
H -30.72145 -11.55670 -0.09180 -0.24 0.01 0.17
H -29.76531 -11.97979 -1.52091 -0.70 -0.49 -0.41
H -28.00519 -10.34488 -1.65429 -0.36 -0.47 -0.34
H -27.42718 -9.81959 -0.15581 -0.30 -0.12 0.55
H -29.14024 -9.50947 -0.59505 -0.12 -0.04 0.23
H -31.30271 -15.23198 -0.19416 0.59 0.02 0.26
H -31.88536 -13.74584 -0.41143 -0.44 -0.09 -0.16
C -15.13350 -7.47222 11.66900 -0.31 0.56 0.87
C -15.80822 -6.47790 10.76349 0.54 -1.59 -1.55
C -16.55197 -7.19916 9.59825 0.08 -0.51 2.23
O -17.10482 -6.24278 8.77412 0.09 0.02 -0.97
C -17.69106 -6.79183 7.62088 -0.24 0.68 -0.95
N -16.59127 -5.55608 11.50903 -0.86 1.08 -0.53
H -15.87906 -8.19478 12.00089 0.23 -0.64 -0.34
H -14.96820 -6.91371 12.59032 0.61 -0.01 0.04
H -14.19423 -7.87855 11.29381 -0.31 -0.28 0.03
H -15.08502 -5.86710 10.22311 0.43 0.04 0.17
H -17.37439 -7.81151 9.96805 -0.33 -0.18 0.61
H -15.89090 -7.96488 9.19233 0.48 0.38 -0.92
H -18.45888 -6.08585 7.30443 -0.11 -0.12 -0.04
H -18.12986 -7.78678 7.69591 -0.13 -0.06 0.72
H -16.98332 -6.87262 6.79585 0.37 0.09 -0.02
H -17.46504 -5.94666 11.83164 -0.10 -0.57 0.37
H -16.90914 -4.99944 10.72851 -0.45 1.12 0.27
C -20.70084 -16.63323 0.24706 -0.11 -1.42 0.86
C -20.00295 -18.07473 0.29445 -3.35 1.42 -1.18
C -21.03272 -19.18245 -0.16450 0.55 0.40 1.16
O -22.22964 -19.18021 0.57935 -0.18 0.21 1.43
C -22.00124 -19.42151 1.99691 -0.36 -0.35 -1.24
N -18.95783 -17.97320 -0.66494 1.63 -1.05 0.42
H -19.98029 -15.83845 0.44002 0.14 -0.15 0.35
H -21.51256 -16.60861 0.97410 -0.16 0.40 -0.13
H -21.07443 -16.42279 -0.75506 -0.27 -0.31 -0.04
H -19.67395 -18.26360 1.31630 0.37 -0.16 -0.23
H -20.63121 -20.18257 -0.00131 0.73 -0.06 -0.40
H -21.30999 -19.06405 -1.21198 0.12 0.16 0.00
H -21.28572 -20.22416 2.17547 0.33 -0.15 -0.34
H -22.94144 -19.81099 2.38733 -0.05 0.55 0.15
H -21.61772 -18.53937 2.50959 -0.36 0.13 0.07
H -19.27560 -17.40855 -1.43973 0.22 0.11 -0.04
H -18.27025 -17.46887 -0.12365 0.75 0.27 -0.85
C -28.07494 -6.81965 -9.36787 1.20 0.06 0.19
C -27.41388 -5.77029 -8.40079 -3.73 -2.45 -1.06
C -25.97996 -5.91705 -8.32113 1.85 -0.30 0.03
O -25.56809 -7.21859 -7.83479 -0.37 1.08 0.00
C -24.19379 -7.33977 -7.45904 -0.66 0.00 -0.15
N -27.82922 -4.44303 -8.83102 0.43 0.16 0.29
H -29.15022 -6.69459 -9.49530 0.06 -0.06 0.19
H -27.79812 -7.83072 -9.06921 -0.50 -0.04 0.58
H -27.59766 -6.81133 -10.34779 -0.08 0.70 -0.27
H -27.78905 -6.01055 -7.40599 -0.26 -0.03 0.33
H -25.79649 -5.09613 -7.62793 1.46 -0.01 0.25
H -25.58338 -5.72309 -9.31774 0.57 0.13 0.02
H -23.85337 -6.47801 -6.88497 0.04 0.13 -0.02
H -23.55589 -7.49733 -8.32873 0.08 0.19 -0.15
H -24.11359 -8.22650 -6.83024 -0.10 0.03 -0.01
H -28.83839 -4.42052 -8.79691 -0.21 -0.04 -0.26
H -27.56192 -3.79948 -8.09993 0.23 0.46 0.05
C -17.10943 1.98852 7.97833 0.21 -0.08 -1.03
C -16.75888 0.60525 7.35568 -0.64 2.37 -1.45
C -15.30618 0.38542 7.03374 0.47 -0.49 1.67
O -14.80982 1.32731 6.14497 -0.20 0.55 -0.68
C -13.41996 1.53997 6.22156 0.06 -0.18 0.00
N -17.40144 -0.36127 8.15032 -0.21 -1.62 1.34
H -16.86520 2.08982 9.03577 0.35 -0.21 -0.10
H -18.17971 2.17719 7.89465 -0.19 -0.27 0.04
H -16.66910 2.78150 7.37386 0.31 0.07 0.24
H -17.26201 0.52486 6.39209 0.10 0.81 -0.70
H -15.15482 -0.63431 6.67970 -0.01 -0.29 -0.31
H -14.75989 0.44686 7.97496 0.32 0.00 0.35
H -12.83299 0.65041 5.99294 -0.09 -0.34 -0.22
H -13.11659 1.82564 7.22876 -0.06 0.34 0.14
H -13.15796 2.30549 5.49119 -0.09 0.05 0.18
H -18.37889 -0.16016 7.99466 -0.32 -0.33 0.48
H -17.24964 -1.27987 7.75887 0.00 -0.36 0.05
```
Positions in Å, forces in eV/Å.



2.
ORCA calculation (ωB97M-V with the def2-TZVPD basis set) on 2 unconnected molecules or ions with the total composition C4H10NO3 in a non-equilibrium geometry.

## Properties
- Total charge: -1
- ΔE to the lowest compared entry with this formula, charge and spin: 47.28 kcal/mol
- Frontier orbital gap: 8.098 eV
- E_tot: -438.9099 a.u.

XYZ file:
```
18
Properties=species:S:1:pos:R:3:forces:R:3
C 0.17660 -0.47268 -1.75033 -2.33 -0.81 4.21
N 0.94784 0.54905 -1.11317 1.38 -0.97 0.67
C -0.74127 1.92993 -0.03113 -0.81 -2.83 -3.09
C 0.48309 1.01578 0.17495 0.06 1.06 -0.17
C 0.09097 -0.11857 1.17537 -2.02 0.85 -2.83
O 0.79757 -0.00379 2.12670 2.27 -1.11 4.40
O -0.92580 -0.85176 0.97370 0.58 0.19 -0.02
H -0.92990 -0.21596 -1.56224 1.09 -0.79 -0.86
H 0.32113 -1.43403 -1.12419 -0.19 1.15 -1.57
H 0.41813 -0.51167 -2.75376 0.46 -0.50 -2.07
H 1.10169 1.29113 -1.72984 0.21 1.42 -0.91
H -1.51333 1.47758 -0.85377 1.86 0.87 1.99
H -1.28872 2.06139 0.81971 -1.52 0.27 2.45
H -0.46970 2.86238 -0.38649 0.76 2.08 -0.87
H 1.36417 1.59145 0.71252 -1.86 -1.02 -1.20
H -0.60855 -2.63199 1.71177 0.56 -0.52 -0.44
H 0.82185 -3.08011 1.92887 -0.65 -0.28 -0.21
O -0.04580 -3.45812 1.68134 0.14 0.94 0.52
```
Positions in Å, forces in eV/Å.